# 1
Density functional theory data (ωB97M-V/def2-TZVPD) for a 7-piece molecular cluster, H14O7 overall.

Structure (XYZ):
```
21
Properties=species:S:1:pos:R:3:lowdin_charge:R:1
H -0.448 0.358 -1.787 0.00
H 0.151 0.202 -3.189 0.09
H -1.724 -2.202 0.919 0.08
H -1.355 -2.386 -0.672 0.05
H -2.517 -2.387 -2.755 0.05
H -1.379 -1.363 -2.625 0.04
H -0.481 -0.703 0.106 0.03
H 0.779 0.266 0.147 0.03
H 2.066 1.661 3.344 0.06
H 1.070 2.125 2.314 0.03
H -0.552 1.283 1.145 0.01
H -1.051 2.771 1.296 0.08
H 2.451 0.860 1.231 0.01
H 2.713 -0.620 0.814 0.07
O -0.731 0.298 -2.731 -0.09
O -0.975 -2.256 0.277 -0.10
O -1.614 -2.331 -2.433 -0.08
O -0.196 0.239 -0.095 -0.12
O 2.031 1.920 2.428 -0.06
O -0.645 2.029 1.811 -0.11
O 2.408 0.234 0.455 -0.08
```

ΔE to the lowest compared entry with this formula, charge and spin: 9.05 kcal per mole
Lowest unoccupied orbital energy: 0.628 eV
HOMO level: -11.293 eV
Structure (SMILES): O.O.O.O.O.O.O
Charge: 0
DFT total energy: -14561.0691 eV

---

# 2
Density functional theory data (ωB97M-V/def2-TZVPD) for C4H4LiO5Rb as an isolated structure.

Structure (XYZ):
```
15
Properties=species:S:1:pos:R:3:lowdin_charge:R:1
O -0.135 -1.717 2.066 -0.11
O 1.918 -1.202 1.401 -0.10
C 3.673 -0.580 4.173 0.00
C 3.562 -1.873 4.921 -0.59
O 2.527 -2.677 4.518 -0.44
C 0.662 -1.130 1.291 -0.66
H 4.626 -0.273 3.730 0.02
H 2.886 0.170 4.313 0.04
H 3.489 -1.611 6.013 0.08
H 4.558 -2.382 4.850 0.07
O 0.800 0.724 -0.242 -0.10
O -1.099 -0.393 -0.177 -0.11
C 0.083 -0.207 0.218 -0.67
Li 1.537 -2.469 3.044 0.67
Rb -2.065 2.419 -3.780 0.90
```

ΔE to the lowest compared entry with this formula, charge and spin: 38.42 kcal per mole
Lowest unoccupied orbital energy (spin up / spin down): -0.399 / -0.402 eV
HOMO level (spin up / spin down): -2.759 / -3.065 eV
Charge: -1
Spin multiplicity: 2
DFT total energy: -15309.5527 eV

---

# 3
Density functional theory data (ωB97M-V/def2-TZVPD) for a 19-piece molecular cluster, C11H60NO18 overall.

Structure (XYZ):
```
90
Properties=species:S:1:pos:R:3:lowdin_charge:R:1
C 2.329 2.975 0.751 -0.08
C 1.725 1.603 1.066 -0.24
C 0.388 1.188 0.323 -0.16
C -0.203 -0.111 0.821 -0.12
N -1.631 -0.328 0.318 -0.17
C -2.662 0.517 0.951 -0.11
C -3.570 -0.358 1.771 -0.18
C -2.708 -1.549 2.043 -0.18
C -1.946 -1.749 0.737 -0.09
C -1.730 -0.225 -1.187 -0.11
C -0.599 -1.045 -2.002 -0.16
C -0.809 -1.083 -3.607 -0.06
H 3.438 2.961 1.075 0.09
H 1.786 3.840 1.230 0.08
H 2.290 3.125 -0.348 0.06
H 1.770 1.460 2.070 0.05
H 2.398 0.845 0.609 0.11
H 0.575 1.212 -0.885 0.16
H -0.289 1.917 0.589 0.07
H -0.042 -0.081 1.878 0.10
H 0.549 -0.982 0.508 0.17
H -3.285 1.070 0.292 0.12
H -2.447 1.073 1.816 0.12
H -4.319 -0.610 1.006 0.11
H -4.138 -0.150 2.566 0.06
H -3.404 -2.406 2.284 0.15
H -1.971 -1.212 2.877 0.14
H -2.869 -2.222 0.107 0.21
H -1.085 -2.251 1.136 0.11
H -1.929 0.767 -1.529 0.12
H -2.766 -0.492 -1.458 0.12
H -0.684 -2.114 -1.657 0.10
H 0.420 -0.764 -1.627 0.09
H -0.195 -0.083 -4.000 0.11
H -1.779 -0.922 -4.086 0.07
H -0.354 -1.896 -4.091 0.03
O 0.277 -0.155 4.546 -0.12
H -0.413 -0.587 5.125 0.04
H -0.076 0.644 3.993 0.05
O -0.168 2.598 3.739 -0.08
H 0.182 3.057 2.913 0.06
H 0.467 3.091 4.309 0.08
O -5.631 0.166 -1.572 0.10
H -5.598 0.601 -0.777 0.00
H -5.646 -0.623 -1.323 -0.09
O 1.478 -3.598 1.138 -0.02
H 1.765 -3.806 0.206 0.04
H 0.713 -3.991 1.398 -0.02
O 5.669 4.207 2.132 0.05
H 5.442 3.580 2.697 -0.04
H 6.107 3.828 1.470 -0.07
O 2.534 -1.959 3.576 0.01
H 2.022 -1.145 3.732 0.00
H 2.017 -2.139 2.907 -0.11
O -1.883 -1.999 5.468 -0.10
H -2.609 -2.640 5.161 0.08
H -1.201 -2.655 5.796 0.09
O 3.750 1.070 -1.862 -0.16
H 2.924 1.547 -2.265 0.00
H 4.219 1.077 -2.813 0.11
O -1.136 -0.034 -6.904 -0.06
H -0.270 -0.229 -6.565 0.01
H -0.852 0.448 -7.718 0.08
O 1.843 -3.941 -1.740 0.05
H 2.238 -3.198 -1.702 -0.07
H 1.144 -3.884 -2.380 0.02
O 1.784 2.480 -3.135 -0.05
H 1.330 2.183 -3.894 -0.02
H 1.269 3.318 -3.099 0.10
O -2.335 -2.355 -7.503 -0.03
H -2.662 -1.885 -8.189 -0.03
H -2.242 -1.647 -6.860 0.00
O -2.371 3.803 2.238 -0.10
H -2.805 4.719 2.591 0.14
H -3.104 3.507 1.745 -0.02
O -4.676 -0.578 4.829 -0.05
H -4.289 -1.468 4.743 0.02
H -3.899 -0.019 5.013 0.05
O 0.787 -4.638 -4.257 -0.06
H 1.307 -4.437 -5.118 0.12
H 0.897 -5.511 -3.984 0.01
O 3.135 0.769 5.367 -0.11
H 2.767 1.365 6.136 0.09
H 2.266 0.776 4.894 -0.02
O 6.108 2.136 0.291 0.00
H 6.020 1.336 0.775 0.04
H 5.417 2.081 -0.311 -0.02
O 1.663 0.990 -5.379 -0.01
H 1.655 1.313 -6.284 0.07
H 2.416 0.522 -5.621 0.03
```

ΔE to the lowest compared entry with this formula, charge and spin: 69.71 kcal per mole
Lowest unoccupied orbital energy: -2.524 eV
HOMO level: -12.422 eV
Charge: +1
DFT total energy: -50711.4493 eV